13
Properties=species:S:1:pos:R:3:nbo_charge:R:1 method="wB97M-V/def2-TZVPD" e_homo_ev=-8.969 energy_ha=-766.68311 gap_ev=8.221 e_above_lowest_ev=3.4370 max_force_ha_per_bohr=0.096
C 1.71829 -0.03093 0.68107 0.192
C 0.50055 -0.43800 1.34944 -0.308
C -0.68310 -0.58310 0.67315 -0.119
C -1.47957 -0.39117 -0.58162 -0.351
C -1.30170 0.69359 -1.33267 0.269
H 2.50053 0.72601 -0.86046 0.512
H 0.70163 -0.48840 2.39852 0.246
H -1.35923 -1.11827 1.21720 0.204
H -2.55816 -0.67961 -0.73364 0.257
H -0.24318 1.35906 -1.39497 0.251
O 1.48361 0.49551 -0.54930 -0.683
F -2.44461 0.82338 -2.23056 -0.374
S 3.16493 -0.36807 1.36385 -0.095